Here is 9 unconnected molecules or ions with the total composition C41H77F6N12O7S from the Open Molecules 2025 dataset. Energies are from wB97M-V/def2-TZVPD.

Element x y z (Å)
C: 0.467 -0.981 -0.095
O: 0.184 0.284 0.612
O: -0.596 -1.829 0.309
C: 0.766 -0.691 -1.671
F: 1.822 0.111 -1.868
F: 0.993 -1.865 -2.248
F: -0.277 -0.091 -2.233
C: 1.201 1.281 0.747
C: 0.879 2.293 1.765
H: 0.371 1.908 2.649
H: 1.668 2.990 2.049
H: 0.151 3.051 1.478
H: 1.297 1.721 -0.246
H: 2.184 0.931 1.060
H: 1.419 -1.439 0.175
C: 0.057 -6.247 -0.075
C: -0.636 -5.215 -1.057
O: -0.310 -5.074 -2.217
N: -1.791 -4.338 -0.510
H: -1.916 -4.616 0.453
H: -1.423 -3.410 -0.353
C: -3.006 -4.636 -1.459
H: -0.577 -7.130 0.014
H: 0.218 -5.768 0.891
H: 1.039 -6.520 -0.460
H: -3.215 -3.895 -2.230
H: -3.832 -4.607 -0.748
H: -3.073 -5.650 -1.852
C: -5.127 -1.642 2.314
C: -3.672 -1.048 2.542
O: -3.426 -0.657 3.683
N: -2.973 -0.556 1.272
H: -2.091 -1.017 1.097
H: -3.257 -1.079 0.455
C: -2.950 0.922 0.961
H: -5.859 -1.002 1.821
H: -5.528 -1.919 3.289
H: -5.056 -2.482 1.622
H: -2.339 1.217 0.108
H: -2.693 1.396 1.908
H: -4.013 1.161 0.918
C: -2.829 4.814 2.632
C: -3.180 4.327 3.993
N: -4.226 5.110 4.750
C: -4.161 5.201 6.163
C: -5.328 5.851 6.526
N: -6.096 6.125 5.375
C: -5.338 5.780 4.293
C: -7.353 6.758 5.328
H: -1.964 4.310 2.200
H: -2.776 5.901 2.575
H: -3.611 4.546 1.922
H: -2.228 4.529 4.484
H: -3.394 3.262 4.079
H: -3.345 4.754 6.713
H: -5.633 6.178 7.509
H: -5.632 5.869 3.258
H: -7.540 7.387 6.199
H: -8.178 6.048 5.386
H: -7.238 7.358 4.426
C: -2.860 -1.065 -5.658
C: -2.458 -2.108 -4.585
N: -1.337 -2.902 -5.019
C: -1.319 -4.287 -5.269
C: -0.023 -4.570 -5.746
N: 0.730 -3.319 -5.767
C: -0.093 -2.387 -5.227
C: 2.039 -3.071 -6.267
H: -1.983 -0.439 -5.823
H: -3.716 -0.450 -5.381
H: -2.882 -1.698 -6.546
H: -3.330 -2.724 -4.367
H: -2.319 -1.689 -3.589
H: -2.088 -5.013 -5.048
H: 0.360 -5.494 -6.152
H: 0.171 -1.357 -5.036
H: 2.401 -2.137 -5.838
H: 2.099 -3.081 -7.355
H: 2.758 -3.831 -5.960
C: 2.955 -5.225 -3.047
C: 3.134 -4.880 -1.552
N: 4.195 -3.967 -1.167
C: 5.412 -4.320 -0.575
C: 6.194 -3.176 -0.428
N: 5.457 -2.150 -0.988
C: 4.191 -2.591 -1.373
C: 5.916 -0.819 -1.287
H: 2.535 -4.394 -3.614
H: 2.186 -5.980 -3.203
H: 3.902 -5.551 -3.479
H: 3.180 -5.807 -0.981
H: 2.212 -4.554 -1.071
H: 5.710 -5.321 -0.300
H: 7.206 -3.025 -0.080
H: 3.545 -1.965 -1.970
H: 6.937 -0.766 -1.664
H: 5.911 -0.385 -0.287
H: 5.277 -0.385 -2.056
C: 1.338 2.536 -3.800
C: 2.044 3.944 -3.661
N: 2.817 4.162 -2.450
C: 3.270 5.341 -1.958
C: 3.852 5.116 -0.742
N: 3.880 3.745 -0.498
C: 3.450 3.161 -1.637
C: 4.482 2.972 0.598
H: 1.985 1.694 -3.553
H: 0.933 2.514 -4.812
H: 0.473 2.471 -3.140
H: 1.501 4.848 -3.940
H: 2.811 3.771 -4.416
H: 3.073 6.266 -2.480
H: 4.237 5.817 -0.017
H: 3.440 2.110 -1.883
H: 3.998 3.122 1.563
H: 5.504 3.319 0.753
H: 4.521 1.892 0.462
C: 2.423 0.268 6.285
C: 1.912 0.750 4.908
N: 1.377 -0.460 4.252
C: 0.075 -0.752 3.998
C: -0.056 -2.096 3.534
N: 1.229 -2.554 3.393
C: 2.097 -1.545 3.768
C: 1.595 -3.866 2.831
H: 2.902 -0.709 6.349
H: 1.580 0.228 6.975
H: 3.122 1.059 6.555
H: 2.741 1.162 4.332
H: 1.067 1.421 5.062
H: -0.811 -0.295 4.412
H: -0.912 -2.684 3.239
H: 3.177 -1.561 3.744
H: 2.582 -4.221 3.124
H: 1.719 -3.970 1.753
H: 0.872 -4.552 3.271
C: -1.522 3.731 -1.205
F: -2.364 3.831 -0.140
F: -0.302 3.953 -0.758
F: -1.497 2.442 -1.695
S: -1.897 4.939 -2.621
O: -3.370 4.934 -2.794
O: -1.440 6.264 -2.133
O: -1.142 4.393 -3.755

As for the total charge: +6. Its energy is -103049.96848 eV. As for the multiplicity: 2. The HOMO-LUMO gap (alpha / beta) comes out at 7.792 / 4.733 eV. The expectation value of S² is 0.77.